Entry 1
This record from OMol25 describes a 2-piece molecular cluster, C5H8BrCl overall. The level of theory is ωB97M-V with the def2-TZVPD basis set.

Its HOMO-LUMO gap (spin up / spin down) is 0.285 / 0.291 Ha. The highest occupied orbital energy (spin up / spin down) comes out at -7.50 / -7.95 eV. For the LUMO energy (spin up / spin down), the calculation gives 0.2 / 0.0 eV. The net charge is 0.

```
15
C5H8BrCl ωB97M-V with the def2-TZVPD basis set
C 1.241 0.841 1.739
C 0.241 0.995 0.737
C -0.500 0.537 -1.655
C 0.176 -1.945 0.638
C 0.404 0.652 -0.511
Cl 0.791 -1.599 2.108
Br 2.154 0.016 -1.267
H 1.098 1.495 2.575
H 2.215 0.408 1.578
H -0.771 1.282 1.119
H -1.548 0.923 -1.699
H 0.017 0.953 -2.563
H -0.538 -0.643 -1.805
H -0.866 -1.834 0.537
H 0.761 -2.133 -0.229
```

=====

Entry 2
This record from OMol25 describes one molecule with the formula C5H8BrCl. The level of theory is ωB97M-V with the def2-TZVPD basis set.

Its HOMO-LUMO gap is 0.376 Ha. The highest occupied orbital energy comes out at -9.66 eV. For the LUMO energy, the calculation gives 0.6 eV. The SMILES is C=C[C@@](C)(Br)CCl. The net charge is 0.

```
15
C5H8BrCl ωB97M-V with the def2-TZVPD basis set
C -0.098 0.990 1.891
C -0.144 1.046 0.591
C -0.075 0.290 -1.731
C -0.016 -1.483 0.088
C 0.405 -0.014 -0.281
Cl -1.773 -1.623 0.267
Br 2.404 0.054 -0.004
H -0.557 1.674 2.615
H 0.588 0.131 2.211
H -0.440 1.980 0.082
H 0.415 -0.419 -2.418
H -1.098 0.070 -1.736
H -0.150 1.359 -2.000
H 0.213 -2.254 -0.727
H 0.325 -1.802 1.154
```

=====

Result of the stability comparison: entry 2 is the most stable of them.

=====

Entry 1
This record from OMol25 describes one molecule with the formula C7H10O2. The level of theory is ωB97M-V with the def2-TZVPD basis set.

Its HOMO-LUMO gap is 0.336 Ha. The highest occupied orbital energy comes out at -8.45 eV. For the LUMO energy, the calculation gives 0.7 eV. The SMILES is CC(=C=O)[C@]1(O)C[C@H]1C. The net charge is 0.

```
19
C7H10O2 ωB97M-V with the def2-TZVPD basis set
C 0.948 -0.810 -0.408
C 1.261 0.661 -0.558
C -2.120 1.525 -0.529
C 1.808 -1.680 0.465
C -1.554 -0.919 -0.174
C 0.125 0.479 0.376
C -1.282 0.369 -0.060
O 0.379 0.691 1.705
O -2.068 -1.979 -0.171
H -0.399 1.057 2.145
H 0.636 -1.278 -1.335
H 2.173 1.018 -0.092
H 1.041 1.116 -1.515
H -3.160 1.212 -0.610
H -1.807 1.905 -1.504
H -2.072 2.350 0.185
H 2.027 -1.192 1.415
H 1.298 -2.620 0.678
H 2.766 -1.904 -0.012
```

=====

Entry 2
This record from OMol25 describes one molecule with the formula C7H10O2. The level of theory is ωB97M-V with the def2-TZVPD basis set.

Its HOMO-LUMO gap is 0.377 Ha. The highest occupied orbital energy comes out at -9.50 eV. For the LUMO energy, the calculation gives 0.8 eV. The SMILES is C=C(C)CC(=C)C(=O)O. The net charge is 0.

```
19
C7H10O2 ωB97M-V with the def2-TZVPD basis set
C 0.087 -0.792 0.239
C -2.129 0.499 -0.447
C 1.973 0.210 1.512
C 0.908 0.435 0.397
C -1.161 -0.624 -0.683
C 0.966 1.628 -0.203
C -1.445 -1.585 -1.578
O 3.237 0.181 1.042
O 1.735 0.080 2.695
H 3.789 0.012 1.833
H 0.732 -1.578 -0.174
H -0.285 -1.126 1.214
H -2.160 0.780 0.610
H -1.864 1.376 -1.044
H -3.149 0.217 -0.733
H 1.674 2.378 0.145
H 0.262 1.943 -0.960
H -2.379 -1.595 -2.133
H -0.789 -2.437 -1.732
```

=====

Result of the stability comparison: entry 2 is the most stable of them.

=====

Entry 1
This record from OMol25 describes a 2-piece molecular cluster, C7H10O2 overall. The level of theory is ωB97M-V with the def2-TZVPD basis set.

Its HOMO-LUMO gap is 0.343 Ha. The highest occupied orbital energy comes out at -8.53 eV. For the LUMO energy, the calculation gives 0.8 eV. The SMILES is C/C=C\O.c1ccoc1. The net charge is 0.

```
19
C7H10O2 ωB97M-V with the def2-TZVPD basis set
C 3.896 -0.608 -0.304
C 2.836 0.266 0.057
C -3.704 0.104 0.208
C -2.167 0.185 0.031
C 3.370 -1.967 -0.216
C 1.821 -0.612 0.386
C -1.369 1.259 -0.209
O 2.083 -1.873 0.065
O -1.762 2.532 -0.204
H 4.782 -0.381 -0.783
H 2.841 1.401 0.093
H -4.077 -0.042 1.256
H -4.159 -0.691 -0.468
H -1.713 -0.822 0.001
H -4.321 1.026 -0.002
H 3.741 -2.887 -0.615
H 0.841 -0.498 0.802
H -0.227 1.253 -0.140
H -2.710 2.353 0.045
```

=====

Entry 2
This record from OMol25 describes one molecule with the formula C7H10O2. The level of theory is ωB97M-V with the def2-TZVPD basis set.

Its HOMO-LUMO gap is 0.348 Ha. The highest occupied orbital energy comes out at -9.74 eV. For the LUMO energy, the calculation gives -0.3 eV. The SMILES is C=CC(=O)C(C)(C)C=O. The net charge is 0.

```
19
C7H10O2 ωB97M-V with the def2-TZVPD basis set
C 0.445 -0.426 -0.351
C 1.912 -0.219 -0.728
C 0.016 -1.887 -0.518
C 0.161 0.005 1.062
C -0.493 0.510 -1.162
C -1.314 0.718 1.006
C -1.476 1.927 1.559
O 0.890 0.128 2.008
O -0.116 1.620 -1.570
H -1.370 0.003 -1.608
H -2.140 0.022 0.910
H 2.067 -0.478 -1.780
H 0.037 -2.159 -1.578
H 2.201 0.828 -0.598
H 2.572 -0.834 -0.108
H 0.679 -2.561 0.034
H -1.003 -2.057 -0.156
H -2.427 2.237 1.980
H -0.641 2.622 1.599
```

=====

Result of the stability comparison: entry 2 is the most stable of them.

=====

Entry 1
This record from OMol25 describes an isolated ion of composition C8H11N4 and charge +1. The level of theory is ωB97M-V with the def2-TZVPD basis set.

Its HOMO-LUMO gap is 0.297 Ha. The highest occupied orbital energy comes out at -12.56 eV. For the LUMO energy, the calculation gives -4.5 eV. The net charge is +1.

```
23
C8H11N4 ωB97M-V with the def2-TZVPD basis set
C -4.382 -0.804 0.190
C -3.909 0.451 0.294
C -0.779 1.851 -0.156
C 1.318 0.480 -0.490
C -2.107 -0.811 -0.301
C 2.541 -1.515 0.154
C 3.594 0.830 0.133
C 2.628 -0.134 -0.508
N 0.279 1.021 -0.406
N -1.988 1.621 0.044
N -3.205 -1.547 -0.165
N -2.566 0.475 0.048
H -5.297 -1.255 0.593
H -4.440 1.345 0.579
H -0.565 2.957 0.132
H 1.898 -2.196 -0.454
H 2.217 -1.388 1.232
H 3.604 -1.937 0.020
H 3.276 1.801 0.023
H 4.549 0.743 -0.208
H 3.598 0.629 1.206
H 2.913 -0.098 -1.555
H -3.176 -2.521 -0.403
```

=====

Entry 2
This record from OMol25 describes an isolated ion of composition C8H11N4 and charge +1. The level of theory is ωB97M-V with the def2-TZVPD basis set.

Its HOMO-LUMO gap (spin up / spin down) is 0.274 / 0.274 Ha. The highest occupied orbital energy (spin up / spin down) comes out at -13.94 / -13.94 eV. For the LUMO energy (spin up / spin down), the calculation gives -6.5 / -6.5 eV. The SMILES is Cc1cc(C)[n+]2c(n1)=N[C@H](C)N=2. The net charge is +1.

```
23
C8H11N4 ωB97M-V with the def2-TZVPD basis set
C 0.895 -1.125 1.318
C -0.439 -0.670 1.075
C 1.954 -0.807 0.439
C 0.641 0.509 -0.850
C -1.204 1.156 -1.869
C -1.609 -1.000 1.849
C 3.300 -1.418 0.641
C -1.801 2.539 -1.817
N 1.802 0.134 -0.437
N 0.242 1.121 -1.866
N -1.706 0.352 -0.620
N -0.627 0.020 -0.111
H 1.127 -1.922 1.986
H -1.662 0.578 -2.797
H -2.456 -0.258 1.712
H -1.484 -1.117 2.951
H -2.001 -1.963 1.582
H 3.171 -2.271 1.420
H 4.012 -0.620 0.929
H 3.794 -1.927 -0.162
H -1.211 3.273 -2.287
H -1.927 2.825 -0.750
H -2.810 2.592 -2.337
```

=====

Entry 3
This record from OMol25 describes an isolated ion of composition C8H11N4 and charge +1. The level of theory is ωB97M-V with the def2-TZVPD basis set.

Its HOMO-LUMO gap is 0.274 Ha. The highest occupied orbital energy comes out at -12.80 eV. For the LUMO energy, the calculation gives -5.3 eV. The net charge is +1.

```
23
C8H11N4 ωB97M-V with the def2-TZVPD basis set
C 0.530 0.127 -0.776
C -4.612 0.303 0.935
C -3.328 0.509 0.800
C -4.289 -0.331 -1.081
C 1.858 0.399 -0.875
C -1.845 -0.316 -1.150
C 4.197 0.029 -0.550
C 2.697 -0.622 1.332
N -0.689 0.145 -0.446
N -5.217 -0.146 -0.244
N -2.995 -0.083 -0.490
N 2.876 0.069 -0.026
H -5.155 0.632 1.796
H -2.591 0.885 1.518
H -4.417 -0.842 -2.056
H 2.298 0.570 -1.840
H 4.581 0.966 -0.155
H 4.868 -0.886 -0.120
H 4.291 -0.055 -1.673
H 2.538 -1.820 1.295
H 3.575 -0.321 1.863
H 1.816 -0.119 1.786
H -0.986 0.906 0.156
```

=====

Result of the stability comparison: entry 2 is the most stable of them.

=====

Entry 1
This record from OMol25 describes one molecule with the formula C5H10S3. The level of theory is ωB97M-V with the def2-TZVPD basis set.

Its HOMO-LUMO gap is 0.351 Ha. The highest occupied orbital energy comes out at -8.97 eV. For the LUMO energy, the calculation gives 0.6 eV. The SMILES is SC[C@H]1[C@H](S)C[C@@H]1S. The net charge is 0.

```
18
C5H10S3 ωB97M-V with the def2-TZVPD basis set
C 0.325 1.505 1.051
C 0.070 0.031 0.774
C 1.074 -0.559 -0.378
C -0.090 -1.519 -0.715
C -1.139 -0.390 -0.184
H -0.921 2.606 -0.656
H 1.256 1.695 1.454
H -0.178 1.909 2.103
H -0.104 -0.427 1.806
H 1.319 0.338 -1.081
H 3.290 -1.599 -0.834
H -0.136 -1.650 -1.802
H -0.147 -2.342 -0.053
H -1.058 0.415 -0.929
H -3.653 -0.476 -0.824
S 0.444 2.736 -0.336
S 2.543 -1.424 0.310
S -2.895 -0.848 0.293
```

=====

Entry 2
This record from OMol25 describes one molecule with the formula C5H10S3. The level of theory is ωB97M-V with the def2-TZVPD basis set.

Its HOMO-LUMO gap is 0.361 Ha. The highest occupied orbital energy comes out at -9.20 eV. For the LUMO energy, the calculation gives 0.6 eV. The SMILES is SC1[C@@H](S)CC[C@@H]1S. The net charge is 0.

```
18
C5H10S3 ωB97M-V with the def2-TZVPD basis set
C -0.441 1.145 0.128
C 0.964 0.788 0.718
C 1.307 -0.578 0.181
C 0.238 -0.970 -0.872
C -0.975 -0.185 -0.346
H -1.488 1.409 2.172
H -0.319 1.692 -0.780
H 0.865 0.683 1.826
H 1.656 1.550 0.341
H 2.312 -0.491 -0.283
H 1.259 -1.351 0.921
H 0.045 -2.032 -0.956
H 1.311 -1.706 -2.880
H -1.791 -0.123 -1.000
H -2.678 -0.375 1.286
S -1.386 2.275 1.109
S 0.802 -0.479 -2.553
S -1.679 -1.252 0.986
```

=====

Result of the stability comparison: entry 2 is the most stable of them.

=====

Entry 1
This record from OMol25 describes a 2-piece molecular cluster, C3H11N3 overall. The level of theory is ωB97M-V with the def2-TZVPD basis set.

Its HOMO-LUMO gap is 0.355 Ha. The highest occupied orbital energy comes out at -8.81 eV. For the LUMO energy, the calculation gives 0.8 eV. The SMILES is [H]/N=C/N.CCN. The net charge is 0.

```
17
C3H11N3 ωB97M-V with the def2-TZVPD basis set
C 2.703 -0.386 0.463
C 1.787 -0.685 -0.687
N 1.362 -2.164 -0.791
H 2.154 -0.510 1.454
H 2.819 0.686 0.409
H 3.714 -0.882 0.201
H 2.199 -0.324 -1.681
H 0.857 -0.163 -0.549
H 2.219 -2.690 -0.992
H 0.559 -2.459 -1.278
N -2.558 0.106 0.418
C -2.082 1.301 0.673
N -1.618 2.253 -0.096
H -2.985 -0.473 1.132
H -2.903 -0.219 -0.532
H -1.661 1.256 1.770
H -1.724 3.035 0.648
```

=====

Entry 2
This record from OMol25 describes C3H11N3 as an isolated structure. The level of theory is ωB97M-V with the def2-TZVPD basis set.

Its HOMO-LUMO gap is 0.361 Ha. The highest occupied orbital energy comes out at -8.85 eV. For the LUMO energy, the calculation gives 1.0 eV. The net charge is 0.

```
17
C3H11N3 ωB97M-V with the def2-TZVPD basis set
C 0.028 -0.178 -0.141
C -0.409 -1.128 0.986
C -1.096 -0.126 -1.189
N 1.316 -0.617 -0.647
H 0.216 1.208 -0.235
H 1.322 -1.613 -0.845
H 1.574 -0.126 -1.495
H 0.375 -1.252 1.733
H -1.335 -1.136 -1.538
H -0.636 -2.115 0.566
H -1.311 -0.764 1.479
H -0.804 0.469 -2.056
H -2.008 0.304 -0.768
N 0.879 2.577 1.200
N 0.815 1.617 1.857
H 0.516 0.716 1.189
H 0.558 2.165 -0.097
```

=====

Entry 3
This record from OMol25 describes a 2-piece molecular cluster, C3H11N3 overall. The level of theory is ωB97M-V with the def2-TZVPD basis set.

Its HOMO-LUMO gap is 0.350 Ha. The highest occupied orbital energy comes out at -8.61 eV. For the LUMO energy, the calculation gives 0.9 eV. The SMILES is [H]/N=C/N.CNC. The net charge is 0.

```
17
C3H11N3 ωB97M-V with the def2-TZVPD basis set
C 1.898 0.528 1.643
N 1.709 0.484 0.182
C 1.789 -0.879 -0.352
H 2.919 0.797 1.923
H 1.189 1.209 2.115
H 1.762 -0.461 2.082
H 2.484 1.003 -0.208
H 2.430 -1.519 0.265
H 2.216 -0.853 -1.352
H 0.817 -1.370 -0.402
N -1.223 0.485 0.140
C -1.806 -0.159 -0.891
N -3.067 -0.375 -0.918
H -0.298 0.892 0.206
H -1.905 0.842 0.794
H -1.138 -0.720 -1.554
H -3.356 -0.660 -1.847
```

=====

Result of the stability comparison: entry 3 is the most stable of them.